A molecular structure, C44H36Cl2CsN4O2S4. Source: the OMol25 dataset; level of theory: ωB97M-V with the def2-TZVPD basis set.

## Properties
gap between HOMO and LUMO: 5.58 eV
relative energy (zero: lowest compared OMol25 entry of this formula, charge and spin): 39.3 kcal per mole
E_HOMO: -0.1312 Ha
total charge: -1

Geometry (Å):
Cs (2.283, 0.693, 1.607)
O (3.498, -1.080, 0.250)
C (3.910, -0.413, -0.659)
O (3.130, 0.454, -1.384)
C (5.321, -0.388, -1.140)
C (5.671, -1.092, -2.288)
C (6.990, -1.124, -2.714)
C (7.943, -0.432, -1.964)
C (7.586, 0.274, -0.825)
C (6.252, 0.331, -0.363)
S (5.764, 1.236, 1.045)
H (4.903, -1.622, -2.844)
H (7.271, -1.676, -3.604)
H (8.981, -0.442, -2.281)
H (8.334, 0.814, -0.255)
N (1.780, 0.506, -0.899)
S (0.711, 0.170, -2.040)
N (-0.936, -2.052, -0.615)
S (-1.482, -1.340, 0.522)
N (-0.953, 0.152, 0.820)
S (-1.028, 1.278, 1.956)
N (0.137, 1.519, 2.793)
C (-2.570, 1.032, 2.894)
C (-3.846, 1.227, 2.372)
C (-4.951, 1.098, 3.205)
C (-4.782, 0.769, 4.543)
C (-3.503, 0.584, 5.060)
C (-2.394, 0.734, 4.237)
C (-1.539, 2.685, 0.969)
C (-1.573, 3.907, 1.628)
C (-1.932, 5.045, 0.923)
C (-2.237, 4.961, -0.434)
C (-2.182, 3.739, -1.088)
C (-1.834, 2.589, -0.383)
C (-3.275, -1.152, 0.358)
C (-4.226, -1.493, 1.308)
C (-5.579, -1.333, 1.015)
C (-5.975, -0.813, -0.208)
C (-5.014, -0.464, -1.158)
C (-3.668, -0.648, -0.882)
C (-1.344, -2.273, 2.048)
C (-0.624, -1.815, 3.140)
C (-0.446, -2.646, 4.245)
C (-0.985, -3.924, 4.246)
C (-1.689, -4.384, 3.134)
C (-1.860, -3.565, 2.029)
C (1.419, -1.018, -3.191)
C (1.094, -2.359, -3.012)
C (1.704, -3.309, -3.826)
C (2.628, -2.924, -4.790)
C (2.957, -1.581, -4.943)
C (2.360, -0.623, -4.139)
C (0.582, 1.589, -3.169)
C (-0.153, 1.510, -4.348)
C (-0.385, 2.662, -5.089)
C (0.113, 3.885, -4.650)
C (0.839, 3.953, -3.467)
C (1.067, 2.803, -2.716)
H (-3.982, 1.470, 1.322)
H (-5.946, 1.245, 2.801)
H (-5.647, 0.663, 5.189)
H (-3.367, 0.344, 6.107)
H (-1.380, 0.655, 4.621)
H (-1.303, 3.952, 2.680)
H (-1.960, 6.004, 1.428)
H (-2.509, 5.856, -0.983)
H (-2.395, 3.674, -2.149)
H (-1.771, 1.625, -0.872)
H (-3.925, -1.856, 2.282)
H (-6.323, -1.603, 1.758)
H (-7.029, -0.677, -0.425)
H (-5.319, -0.063, -2.119)
H (-2.903, -0.435, -1.624)
H (-0.193, -0.820, 3.134)
H (0.120, -2.289, 5.100)
H (-0.843, -4.572, 5.104)
H (-2.097, -5.388, 3.127)
H (-2.372, -3.923, 1.142)
H (0.375, -2.627, -2.243)
H (1.459, -4.357, -3.697)
H (3.106, -3.672, -5.415)
H (3.700, -1.279, -5.673)
H (2.635, 0.419, -4.240)
H (-0.534, 0.551, -4.690)
H (-0.947, 2.605, -6.013)
H (-0.067, 4.784, -5.230)
H (1.227, 4.903, -3.121)
H (1.626, 2.833, -1.784)
Cl (2.964, -2.682, 6.365)
C (3.299, -2.559, 4.616)
Cl (3.146, -0.925, 3.982)
H (2.581, -3.178, 4.098)
H (4.309, -2.893, 4.438)

Calculated atomic charges, method Mulliken, unit e: 1.506, -0.811, 0.372, 0.044, -0.207, -0.164, -0.718, -0.362, -0.479, 0.401, -0.553, 0.446, 0.372, 0.332, 0.355, -0.294, 1.099, -1.027, 1.428, -0.292, 1.068, -1.231, 0.121, -0.020, -0.833, -0.624, -0.840, -0.174, -0.300, -0.157, -0.745, -0.589, -0.926, 0.490, 0.025, -0.007, -0.705, -0.587, -0.739, -0.407, -0.340, -0.177, -1.061, -0.714, -0.777, -0.214, -0.266, -0.242, -0.684, -0.374, -0.852, -0.161, -0.010, -0.280, -0.680, -0.474, -0.705, -0.483, 0.395, 0.461, 0.396, 0.438, 0.478, 0.513, 0.400, 0.395, 0.449, 0.099, 0.354, 0.423, 0.369, 0.434, 0.373, 1.060, 0.639, 0.418, 0.387, 0.539, 0.655, 0.438, 0.371, 0.384, 0.416, 0.465, 0.399, 0.376, 0.447, 0.453, -0.199, -0.351, -0.233, 0.200, 0.385



A molecular structure, C44H36NO5P2Yb. Source: the OMol25 dataset; level of theory: ωB97M-V with the def2-TZVPD basis set.

## Properties
gap between HOMO and LUMO (spin up / spin down): 7.13 / 6.75 eV
E_HOMO (spin up / spin down): -0.5219 / -0.5219 Ha
multiplicity: 2
total charge: +2

Geometry (Å):
Yb (-0.146, 0.266, -0.577)
P (1.673, 2.224, 0.230)
C (0.247, -0.775, 1.694)
O (0.242, -1.021, 2.817)
P (-0.166, -2.344, -1.460)
C (1.334, 2.674, 1.961)
C (0.907, 3.591, -0.726)
C (3.463, 2.301, -0.024)
C (1.124, -3.612, -1.605)
C (-1.549, -3.042, -0.478)
C (-0.932, -2.109, -3.108)
C (2.360, 2.844, 2.903)
C (2.039, 3.146, 4.229)
C (0.705, 3.265, 4.629)
C (-0.317, 3.059, 3.696)
C (-0.014, 2.763, 2.370)
H (3.401, 2.752, 2.586)
H (2.842, 3.308, 4.946)
H (0.461, 3.551, 5.654)
H (-1.359, 3.153, 3.998)
H (-0.822, 2.625, 1.640)
C (4.249, 1.253, 0.506)
C (5.627, 1.253, 0.305)
C (6.239, 2.284, -0.417)
C (5.454, 3.297, -0.974)
C (4.070, 3.306, -0.799)
H (3.771, 0.440, 1.059)
H (6.234, 0.455, 0.727)
H (7.325, 2.307, -0.527)
H (5.926, 4.094, -1.547)
H (3.457, 4.084, -1.256)
C (0.731, 4.871, -0.170)
C (0.176, 5.899, -0.939)
C (-0.231, 5.656, -2.256)
C (-0.104, 4.370, -2.796)
C (0.465, 3.339, -2.048)
H (1.025, 5.051, 0.868)
H (0.067, 6.893, -0.505)
H (-0.633, 6.467, -2.866)
H (-0.432, 4.171, -3.817)
H (0.591, 2.346, -2.505)
C (-2.893, -2.732, -0.781)
C (-3.924, -3.276, -0.020)
C (-3.641, -4.092, 1.077)
C (-2.311, -4.348, 1.419)
C (-1.267, -3.827, 0.656)
H (-3.127, -2.085, -1.632)
H (-4.958, -3.086, -0.311)
H (-4.454, -4.577, 1.624)
H (-2.088, -4.998, 2.264)
H (-0.227, -4.048, 0.911)
C (2.257, -3.497, -0.769)
C (3.279, -4.438, -0.861)
C (3.182, -5.511, -1.753)
C (2.060, -5.623, -2.576)
C (1.039, -4.673, -2.519)
H (2.330, -2.670, -0.057)
H (4.153, -4.349, -0.222)
H (3.969, -6.265, -1.797)
H (1.968, -6.455, -3.273)
H (0.183, -4.766, -3.185)
C (-1.699, -3.113, -3.726)
C (-2.214, -2.910, -5.012)
C (-2.006, -1.699, -5.678)
C (-1.287, -0.679, -5.043)
C (-0.734, -0.877, -3.779)
H (-1.898, -4.054, -3.206)
H (-2.780, -3.708, -5.490)
H (-2.388, -1.551, -6.691)
H (-1.137, 0.277, -5.546)
H (-0.129, -0.071, -3.331)
H (2.511, -0.566, -1.041)
H (2.223, -0.179, -1.627)
O (-3.445, 2.356, -0.135)
C (-2.953, 1.278, 0.200)
O (-2.178, 0.518, -0.559)
C (-3.125, 0.737, 1.618)
C (-2.745, -0.574, 1.977)
C (-2.983, -1.062, 3.252)
C (-3.585, -0.246, 4.229)
C (-3.857, 1.103, 3.919)
C (-3.648, 1.578, 2.626)
N (-3.820, -0.763, 5.537)
O (-3.546, -1.962, 5.782)
O (-4.275, 0.029, 6.398)
H (-2.347, -1.254, 1.213)
H (-2.773, -2.101, 3.488)
H (-4.280, 1.758, 4.674)
H (-3.933, 2.596, 2.340)

Calculated atomic charges, method Mulliken, unit e: 0.178, 1.704, 0.461, -0.148, 1.507, -0.008, 0.139, 0.309, 0.708, 0.414, 0.600, -0.558, -0.650, -0.743, -0.778, -0.008, 0.429, 0.441, 0.422, 0.481, 0.469, -0.336, -0.674, -0.601, -0.645, -0.500, 0.428, 0.422, 0.411, 0.431, 0.427, -0.074, -0.698, -0.612, -0.718, -0.622, 0.465, 0.448, 0.418, 0.440, 0.614, -0.513, -0.732, -0.617, -0.831, -0.230, 0.415, 0.470, 0.457, 0.486, 0.495, -0.092, -0.765, -0.586, -0.666, -0.518, 0.264, 0.419, 0.399, 0.426, 0.293, -0.217, -0.890, -0.637, -0.768, -0.242, 0.489, 0.430, 0.416, 0.449, 0.217, -0.435, 0.569, -0.635, 0.156, -0.286, -0.247, 1.180, -0.907, -0.544, -0.486, -0.809, 0.935, -0.560, -0.553, 0.642, 0.648, 0.596, 0.521



Here are the calculated E_tot numbers, same order: -125194.680, -108030.518 (eV).
Here are the calculated molar mass numbers, same order: 984.9, 893.8 (g mol⁻¹).